{"formula": "C4H6N2O4", "method": "the ωB97M-V functional and the def2-TZVPD basis", "elements": ["C", "C", "C", "C", "N", "O", "O", "N", "O", "O", "H", "H", "H", "H", "H", "H"], "coordinates": [[1.30802, 0.91112, 1.79213], [0.81432, 0.48024, 0.61741], [-0.25977, -0.57662, 0.47368], [-1.11042, -0.72547, -1.11758], [-1.40552, -0.45184, 1.36734], [-2.20795, -1.34593, 1.37530], [-1.53045, 0.53211, 2.07067], [0.30524, -1.99964, 0.52517], [0.20168, -2.47052, 1.61376], [0.74015, -2.53062, -0.50004], [2.00541, 1.73985, 1.89896], [1.06410, 0.43085, 2.82088], [1.22926, 0.79775, -0.28948], [-1.79973, -1.46908, -1.00857], [-0.37293, -0.87204, -1.86326], [-1.62198, 0.08005, -1.38702]], "nbo_charge": [-0.281, -0.275, 0.123, -0.516, 0.502, -0.352, -0.352, 0.532, -0.325, -0.367, 0.215, 0.219, 0.225, 0.224, 0.227, 0.201], "molar_mass_g_mol": 146.10, "e_homo_ev": -10.6, "de_lowest_ev": 9.0227, "max_force_ev_per_a": 5.5, "e_tot_ha": -566.207425, "smiles": "C=CC(C)([N+](=O)[O-])[N+](=O)[O-]"}


{"formula": "C4H9IS2", "method": "the ωB97M-V functional and the def2-TZVPD basis", "elements": ["C", "C", "C", "C", "S", "S", "I", "H", "H", "H", "H", "H", "H", "H", "H", "H"], "coordinates": [[-1.45704, -0.80340, -0.99672], [2.33393, 0.62392, 1.26646], [-0.16717, -0.72386, -0.18092], [0.29823, 0.68417, -0.05411], [-0.51016, -1.48801, 1.46687], [-0.71220, 1.77114, 0.86954], [3.69221, -0.45491, 0.08962], [-1.31254, -0.36269, -1.98088], [-1.75793, -1.84226, -1.11263], [-2.25335, -0.26822, -0.48252], [2.57131, 1.66970, 1.35733], [2.02956, 0.11384, 2.16213], [0.61302, -1.32691, -0.65269], [0.75724, 1.11883, -0.93110], [0.74571, -1.85390, 1.70748], [-0.05582, 2.88415, 0.53803]], "nbo_charge": [-0.614, -0.612, -0.399, -0.257, -0.043, 0.059, 0.098, 0.217, 0.228, 0.217, 0.193, 0.196, 0.244, 0.215, 0.128, 0.128], "molar_mass_g_mol": 248.15, "e_homo_ev": -7.7, "de_lowest_ev": 0.9819, "max_force_ev_per_a": 3.4, "e_tot_ha": -1251.766647}


{"formula": "C5H11N", "method": "the ωB97M-V functional and the def2-TZVPD basis", "elements": ["C", "C", "C", "N", "C", "C", "H", "H", "H", "H", "H", "H", "H", "H", "H", "H", "H"], "coordinates": [[0.88948, -0.93768, 2.59956], [0.33938, -1.11763, 1.22413], [0.66501, -0.39218, 0.11201], [-0.01656, -0.59918, -1.07208], [-0.24089, 0.50979, -1.93688], [-1.14873, 1.56208, -1.29426], [0.66646, 0.17678, 2.71424], [0.58334, -1.54757, 3.38471], [1.98486, -1.06699, 2.53746], [-0.58687, -1.81042, 1.16646], [1.48201, 0.29634, 0.23008], [-0.41513, -1.54792, -1.10212], [-0.75638, 0.12879, -2.83241], [0.73038, 0.94968, -2.28528], [-1.52100, 2.28105, -1.98123], [-0.71565, 2.10707, -0.56390], [-1.93972, 1.00799, -0.90049]], "nbo_charge": [-0.650, -0.267, -0.026, -0.645, -0.197, -0.614, 0.217, 0.221, 0.209, 0.177, 0.187, 0.402, 0.199, 0.178, 0.204, 0.201, 0.205], "molar_mass_g_mol": 85.15, "e_homo_ev": -7.3, "de_lowest_ev": 1.7844, "max_force_ev_per_a": 4.2, "e_tot_ha": -251.796954, "smiles": "C/C=C/NCC"}


{"formula": "C21H35N6NbO6", "method": "the ωB97M-V functional and the def2-TZVPD basis", "elements": ["Nb", "N", "N", "N", "N", "H", "C", "H", "H", "H", "C", "H", "H", "C", "H", "H", "H", "H", "C", "H", "H", "C", "H", "C", "H", "H", "H", "C", "H", "H", "H", "H", "C", "H", "H", "C", "H", "C", "H", "H", "H", "H", "C", "C", "H", "H", "C", "H", "C", "H", "H", "O", "C", "O", "C", "C", "C", "C", "C", "C", "N", "O", "O", "N", "O", "O", "H", "H", "H"], "coordinates": [[-0.65488, 0.28591, -0.55466], [-0.29616, 0.39896, -2.48210], [-1.71353, -1.37590, -0.31581], [0.06266, 2.08136, 0.52889], [-1.83085, 1.04716, 1.13921], [-2.06462, -0.25908, -3.45570], [-0.97568, -0.37787, -3.48774], [-0.74464, -1.43854, -3.40682], [-0.62540, 0.00903, -4.44391], [0.46027, 1.46783, -4.03553], [0.79651, 1.15752, -3.04226], [1.68676, 0.52244, -3.12828], [1.05270, 2.05057, -2.46717], [-3.06787, -1.40627, -0.83540], [-3.76515, -1.70783, -0.03710], [-3.37790, -0.41768, -1.21825], [-3.10220, -2.13052, -1.66665], [-2.03014, -2.81507, 1.17605], [-1.29867, -2.58213, 0.38595], [-1.22892, -3.40556, -0.34425], [-0.31573, -2.43315, 0.85670], [0.96651, 3.23259, 0.33183], [0.74191, 3.74374, -0.62047], [2.37908, 2.69693, 0.22882], [2.45513, 1.82421, -0.42464], [3.02423, 3.48431, -0.16355], [2.73016, 2.40707, 1.22650], [0.79469, 4.21981, 1.46507], [1.59106, 4.96349, 1.38345], [-0.15633, 4.74257, 1.41385], [0.88122, 3.70738, 2.42449], [-4.72208, 1.84399, 2.79782], [-3.84066, 2.13870, 2.21645], [-3.14874, 2.63786, 2.89346], [-4.18118, 2.83036, 1.45301], [-3.23824, 0.88844, 1.61193], [-3.85511, 0.62091, 0.74364], [-3.16376, -0.28684, 2.55899], [-2.16508, -0.73218, 2.54469], [-3.35166, 0.06303, 3.57709], [-3.88894, -1.05426, 2.28444], [-1.28466, 2.94946, 1.95633], [-0.95255, 2.01009, 1.40965], [-2.11174, 1.94556, -1.55969], [-1.29480, 2.43582, -2.14327], [-2.55002, 1.07237, -2.05345], [-2.90606, 3.00233, -0.85690], [-3.97851, 2.92537, -0.98244], [-2.43445, 4.02925, -0.08374], [-1.40602, 4.42847, -0.18042], [-2.86006, 4.20658, 0.92693], [1.27381, -1.61472, -1.89472], [1.63992, -1.55431, -0.71528], [1.11468, -0.69913, 0.16763], [2.67326, -2.47080, -0.16908], [2.93578, -2.58175, 1.19779], [3.89453, -3.53279, 1.62365], [4.58029, -4.33171, 0.68784], [4.31594, -4.19443, -0.66749], [3.34932, -3.26652, -1.11141], [5.00695, -5.01325, -1.62490], [5.84143, -5.84280, -1.19906], [4.75819, -4.87825, -2.83855], [4.16605, -3.75958, 3.02759], [3.56427, -3.08094, 3.88854], [5.00510, -4.64903, 3.31308], [2.40990, -1.94495, 1.90281], [5.30334, -5.06704, 1.03710], [3.12732, -3.16660, -2.17058]], "nbo_charge": [2.094, -0.695, -0.695, -0.659, -0.637, 0.188, -0.414, 0.211, 0.197, 0.194, -0.420, 0.210, 0.203, -0.423, 0.195, 0.216, 0.204, 0.192, -0.418, 0.203, 0.217, -0.041, 0.191, -0.601, 0.215, 0.207, 0.210, -0.623, 0.221, 0.216, 0.211, 0.217, -0.619, 0.205, 0.224, -0.040, 0.197, -0.614, 0.224, 0.212, 0.205, 0.186, 0.310, -0.723, 0.222, 0.199, -0.167, 0.191, -0.497, 0.176, 0.199, -0.615, 0.770, -0.772, -0.184, -0.051, -0.008, -0.121, 0.001, -0.079, 0.501, -0.365, -0.358, 0.500, -0.359, -0.366, 0.264, 0.288, 0.279], "molar_mass_g_mol": 560.45, "e_homo_ev": [-7.5, -7.5], "max_force_ev_per_a": 3.4, "e_tot_ha": -1657.858210}


{"formula": "C42H47AsF6N7O3P2Se2SiV", "method": "the ωB97M-V functional and the def2-TZVPD basis", "elements": ["V", "O", "C", "C", "C", "C", "C", "C", "C", "C", "N", "H", "H", "H", "H", "H", "H", "H", "H", "H", "H", "H", "Se", "P", "C", "C", "C", "C", "C", "C", "C", "C", "C", "C", "C", "C", "C", "C", "N", "N", "N", "P", "Se", "C", "C", "C", "C", "C", "C", "C", "C", "C", "C", "C", "C", "H", "H", "H", "H", "H", "H", "H", "H", "H", "H", "H", "H", "H", "H", "H", "H", "H", "H", "H", "H", "C", "N", "C", "C", "C", "N", "C", "O", "N", "H", "H", "H", "H", "H", "H", "H", "C", "Si", "C", "C", "O", "H", "H", "H", "H", "H", "H", "H", "H", "H", "F", "As", "F", "F", "F", "F", "F"], "coordinates": [[0.11921, 0.38296, -0.10765], [2.07747, -1.73865, 0.68425], [2.82944, -2.08320, 1.82900], [1.92893, -2.49154, 2.99525], [0.73296, -1.53596, 3.12528], [1.13893, -0.11036, 3.35596], [1.15516, 0.39886, 4.65498], [1.48802, 1.72145, 4.87722], [1.85417, 2.49880, 3.78931], [1.83999, 1.91302, 2.53466], [1.46717, 0.65757, 2.31016], [1.75155, -2.54180, 0.24269], [3.39552, -1.18441, 2.08854], [3.54105, -2.88226, 1.59862], [2.52133, -2.50539, 3.91100], [1.54299, -3.49798, 2.82683], [0.11346, -1.85954, 3.96056], [0.13666, -1.58494, 2.20803], [0.87845, -0.23538, 5.48263], [1.45373, 2.13719, 5.87446], [2.13441, 3.53397, 3.91032], [2.14766, 2.49502, 1.67325], [-2.13641, 3.36381, 5.41426], [-3.07565, 3.53635, 3.50575], [-2.91863, 5.25103, 2.94993], [-3.78539, 6.20006, 3.48155], [-3.59538, 7.53651, 3.18496], [-2.53296, 7.92300, 2.38288], [-1.65148, 6.97666, 1.88423], [-1.83569, 5.63558, 2.16801], [-4.80110, 2.95839, 3.52342], [-5.85189, 3.60040, 2.88157], [-7.12657, 3.06947, 2.97777], [-7.34912, 1.90845, 3.69972], [-6.29222, 1.25519, 4.31589], [-5.01696, 1.77863, 4.22874], [-2.24561, 2.39102, 2.41703], [-1.86897, 2.15187, 1.09822], [-1.13055, 1.01956, 1.15185], [-1.12113, 0.57161, 2.37688], [-1.75299, 1.36906, 3.15386], [-2.43028, 2.50843, -0.56351], [-1.04064, 1.38657, -2.00044], [-4.13288, 1.87388, -0.36382], [-4.35185, 0.75153, 0.43280], [-5.64172, 0.30004, 0.64455], [-6.71608, 0.94910, 0.05746], [-6.49599, 2.03781, -0.76989], [-5.20833, 2.49228, -0.99176], [-2.64343, 4.28544, -0.85719], [-1.87307, 4.92237, -1.82289], [-2.05508, 6.27618, -2.05672], [-3.02391, 6.98050, -1.35522], [-3.81244, 6.33322, -0.41402], [-3.61777, 4.98991, -0.15586], [-4.59110, 5.88481, 4.13070], [-4.26795, 8.27284, 3.59651], [-2.38036, 8.96786, 2.16239], [-0.81337, 7.28585, 1.27961], [-1.15262, 4.88858, 1.78450], [-5.68208, 4.51380, 2.32925], [-7.94833, 3.57294, 2.49181], [-8.35049, 1.51439, 3.78201], [-6.46476, 0.34647, 4.87050], [-4.18045, 1.29199, 4.71440], [-3.52537, 0.20049, 0.85969], [-5.80344, -0.55788, 1.27827], [-7.72073, 0.59859, 0.23788], [-7.32719, 2.54197, -1.23835], [-5.03180, 3.32949, -1.64823], [-1.15456, 4.34474, -2.39545], [-1.44622, 6.78625, -2.79033], [-3.18797, 8.03051, -1.55303], [-4.57487, 6.88038, 0.12018], [-4.22725, 4.47098, 0.57067], [1.54673, 5.25398, -1.32267], [1.95762, 3.86771, -1.33239], [3.04207, 3.49256, -2.05620], [3.49430, 2.22378, -2.01580], [2.80459, 1.28066, -1.18446], [1.66944, 1.65798, -0.56604], [1.22911, 2.92945, -0.63584], [0.18092, 3.26068, -0.06434], [3.30568, 0.08956, -0.97091], [2.35783, 5.87700, -0.94643], [0.67895, 5.35177, -0.67498], [1.28543, 5.58527, -2.32671], [3.50084, 4.26496, -2.65494], [4.33682, 1.90147, -2.60126], [4.09814, -0.21613, -1.52235], [2.81929, -0.61210, -0.38749], [-3.59875, -1.07057, -2.58008], [-2.34771, -1.96258, -1.37688], [-3.19406, -3.43871, -0.49712], [-1.24560, -2.68913, -2.82360], [-1.76562, -0.97152, -0.31814], [-4.27005, -1.78996, -3.03053], [-3.06597, -0.53948, -3.36186], [-4.17824, -0.35940, -2.00687], [-3.56697, -4.14850, -1.22475], [-4.02747, -3.08291, 0.09727], [-2.49989, -3.94057, 0.16560], [-1.85494, -2.97129, -3.67230], [-0.71410, -3.55137, -2.44389], [-0.54382, -1.90741, -3.10216], [0.55794, -0.87387, -0.96990], [2.24287, -2.07345, -2.77717], [3.62734, -1.13256, -3.66576], [3.55254, -2.46822, -1.68560], [2.47118, -3.39313, -3.82032], [1.33127, -3.37716, -1.49491], [0.75894, 0.68673, -2.96190]], "mulliken_spin": [0.005, -0.001, 0.000, -0.001, -0.001, 0.006, -0.014, 0.009, -0.002, 0.003, 0.002, 0.000, 0.000, 0.000, 0.000, 0.000, 0.000, 0.000, -0.002, 0.002, 0.001, 0.000, 0.962, -0.067, 0.059, 0.007, 0.002, 0.006, 0.001, -0.006, -0.020, -0.004, 0.000, 0.000, 0.004, 0.014, 0.004, 0.008, 0.010, 0.032, -0.010, -0.002, -0.002, 0.005, -0.003, -0.002, -0.001, -0.001, -0.001, 0.002, -0.001, 0.000, -0.001, 0.000, -0.005, -0.005, 0.000, 0.000, 0.001, 0.000, 0.001, 0.000, 0.000, 0.000, 0.002, 0.001, 0.001, 0.000, 0.000, 0.000, 0.000, 0.000, 0.000, 0.000, 0.005, -0.001, 0.000, 0.001, 0.001, -0.001, -0.004, 0.000, 0.000, 0.000, 0.000, 0.000, 0.000, 0.000, 0.000, 0.000, 0.001, 0.000, 0.002, 0.000, 0.000, -0.001, 0.000, 0.000, 0.000, 0.000, 0.000, 0.000, 0.000, 0.000, 0.000, -0.001, 0.000, 0.000, 0.000, 0.000, 0.000, 0.000], "molar_mass_g_mol": 1185.69, "e_homo_ev": [-9.8, -9.8], "de_lowest_ev": 7.8983, "max_force_ev_per_a": 5.4, "e_tot_ha": -11791.514952, "charge": 1, "spin_multiplicity": 2}


{"formula": "C20H23N2O2PtSSe2", "method": "the ωB97M-V functional and the def2-TZVPD basis", "elements": ["Pt", "C", "C", "C", "C", "C", "C", "C", "S", "O", "O", "N", "C", "C", "C", "C", "C", "C", "C", "C", "N", "C", "H", "H", "H", "H", "H", "H", "H", "H", "H", "H", "H", "H", "H", "C", "Se", "C", "C", "Se", "C", "H", "H", "H", "H", "H", "H", "H", "H", "H", "H"], "coordinates": [[-0.01759, -0.33871, -0.35800], [6.11679, -2.05841, -5.03383], [5.36752, -1.79931, -3.75600], [6.03718, -1.66427, -2.54565], [5.33859, -1.49148, -1.35840], [3.95632, -1.44127, -1.39429], [3.26213, -1.56107, -2.59338], [3.97154, -1.73165, -3.76547], [3.05148, -1.33873, 0.11396], [3.96129, -1.10106, 1.19300], [2.20679, -2.50786, 0.19256], [2.02341, -0.07708, -0.06877], [2.47671, 1.23259, -0.06353], [3.78850, 1.65432, -0.07461], [4.09900, 3.02700, -0.07577], [3.12506, 3.98236, -0.03488], [1.77353, 3.58594, 0.00545], [0.69409, 4.48816, 0.09629], [-0.58962, 4.01756, 0.13294], [-0.81068, 2.63788, 0.05827], [0.17431, 1.76574, -0.02597], [1.46311, 2.21063, -0.03472], [7.19115, -2.07645, -4.86335], [5.89500, -1.29708, -5.78279], [5.81690, -3.02016, -5.45264], [7.11892, -1.70513, -2.52884], [5.85069, -1.41007, -0.40872], [2.17981, -1.53074, -2.59404], [3.44211, -1.82781, -4.70593], [4.58345, 0.92535, -0.05673], [5.13906, 3.32322, -0.10299], [3.37386, 5.03495, -0.02656], [0.89606, 5.55098, 0.14409], [-1.43236, 4.68845, 0.21266], [-1.81731, 2.24684, 0.06287], [-3.50037, -0.61783, 0.51164], [-2.43186, -0.05259, -1.00987], [-2.55896, -1.65053, -2.11736], [-1.99667, -2.88528, -1.47283], [-0.10925, -2.70236, -0.92423], [-0.37641, -3.60498, 0.77058], [-4.50214, -0.85700, 0.16284], [-3.54543, 0.22595, 1.19572], [-3.04238, -1.46415, 1.01305], [-2.02296, -1.38656, -3.02897], [-3.61026, -1.79452, -2.36805], [-2.03511, -3.71123, -2.18334], [-2.56850, -3.16981, -0.59108], [-1.02596, -3.01361, 1.40900], [0.60186, -3.72013, 1.22366], [-0.81810, -4.57641, 0.56004]], "nbo_charge": [0.528, -0.635, 0.024, -0.212, -0.163, -0.397, -0.124, -0.217, 2.353, -0.924, -0.993, -0.948, 0.137, -0.230, -0.159, -0.206, -0.088, -0.080, -0.270, 0.086, -0.478, 0.202, 0.224, 0.229, 0.230, 0.224, 0.247, 0.207, 0.217, 0.243, 0.232, 0.227, 0.235, 0.242, 0.196, -0.788, 0.519, -0.570, -0.615, 0.627, -0.773, 0.243, 0.252, 0.234, 0.247, 0.249, 0.252, 0.228, 0.224, 0.280, 0.234], "molar_mass_g_mol": 708.48, "e_homo_ev": -10.7, "de_lowest_ev": 0.2396, "max_force_ev_per_a": 1.9, "e_tot_ha": -6356.108477, "charge": 1}